[1]
# C19H24Cl7HgN4O6

C19H24Cl7HgN4O6 as an isolated structure in a non-equilibrium geometry (ωB97M-V/def2-TZVPD, OMol25).

Net charge: +1
Spin multiplicity: 1
E_HOMO, eV: -11.91

CARTESIAN COORDINATES (ANGSTROEM)
Hg 16.81291 10.91915 26.76701
Cl 14.57908 7.52499 25.82621
O 13.85002 8.05034 24.71993
O 13.77984 7.54183 27.02155
O 15.02897 6.19599 25.49949
O 15.76713 8.32096 26.08677
N 14.68144 11.65455 26.32901
C 14.45866 12.86520 25.77756
C 13.21290 13.38041 25.52299
C 12.08247 12.63437 25.87605
C 12.28823 11.38091 26.45901
C 13.58892 10.91966 26.58453
H 15.34739 13.42801 25.52015
H 13.03555 14.27768 24.94774
H 11.08705 12.98829 25.64924
H 11.42134 10.79242 26.71866
H 13.70110 9.93374 27.02223
N 18.83410 9.99944 27.30231
C 19.94227 10.77530 27.54072
C 21.19482 10.22511 27.62975
C 21.37789 8.85547 27.49741
C 20.27482 8.06738 27.21409
C 19.04765 8.71366 27.03020
H 19.72253 11.80336 27.78718
H 22.01884 10.83209 27.98021
H 22.35019 8.40033 27.62536
H 20.38674 7.01733 26.99015
H 18.20096 8.10965 26.71837
N 17.14519 10.55605 24.47883
C 16.17944 10.45221 23.55167
C 16.37671 10.56195 22.17594
C 17.65346 10.73520 21.72961
C 18.71738 10.75329 22.62392
C 18.41341 10.61737 23.95752
H 15.16168 10.39311 23.91809
H 15.52565 10.56743 21.51181
H 17.92862 10.81979 20.68452
H 19.75806 10.79795 22.34203
H 19.23728 10.60048 24.66078
C 13.14243 4.92305 29.07186
N 14.27292 4.07133 29.45003
O 14.21753 2.88136 29.22802
O 15.20351 4.58278 30.04077
H 13.38887 5.96225 29.26914
H 12.23824 4.62869 29.59578
H 12.98234 4.89243 27.99482
C 14.17847 4.82390 23.35053
Cl 14.35685 4.26570 21.68905
Cl 12.81743 3.99790 24.13358
H 15.13010 4.61745 23.82618
H 13.96770 5.88771 23.35245
C 17.57590 4.30003 26.74205
Cl 18.29427 2.73749 27.22480
Cl 17.47394 5.47797 28.05664
H 18.14731 4.79496 25.96515
H 16.57578 4.07550 26.38962
C 10.75521 7.16277 25.59469
Cl 10.35754 8.55356 24.57344
Cl 9.80941 5.74678 25.19952
H 11.81456 6.94715 25.49823
H 10.50328 7.42854 26.61645

=====

[2]
# C19H24F30N8O23S10

C19H24F30N8O23S10 as an isolated structure in a non-equilibrium geometry (ωB97M-V/def2-TZVPD, OMol25).

Net charge: -2
Spin multiplicity: 1
E_HOMO, eV: -5.30

CARTESIAN COORDINATES (ANGSTROEM)
C -0.62265 -1.29588 -6.70708
C -1.05489 -1.16849 -5.27737
O -0.50751 -0.81160 -4.31199
N -2.63904 -1.20115 -5.07830
H -2.89662 -0.11540 -4.96572
H -3.20002 -1.51843 -5.85711
C -2.91369 -1.90610 -3.82133
H 0.44705 -1.08514 -6.65604
H -1.17643 -0.65004 -7.38218
H -0.79557 -2.33563 -7.01641
H -2.52489 -1.48248 -2.89505
H -2.40574 -2.88029 -3.81429
H -3.98319 -2.10458 -3.74294
C 0.92939 0.16537 2.14855
C 0.95902 0.79995 0.78983
O 1.86078 1.05647 0.08428
N -0.51619 1.16063 0.16511
H -1.13347 0.36949 0.28472
H -0.83624 1.95155 0.71271
C -0.43538 1.48722 -1.30689
H 0.94745 -0.90950 1.94562
H 0.09509 0.43083 2.78953
H 1.86394 0.41662 2.65208
H 0.08154 0.69954 -1.79723
H 0.11530 2.40354 -1.42277
H -1.44190 1.50148 -1.72766
C 1.53761 -2.59306 7.10115
C 0.38627 -2.72317 6.13524
O -0.71685 -2.22546 6.31682
N 0.57219 -3.71995 4.93471
H 1.56998 -3.66616 4.52125
H 0.46383 -4.66584 5.31192
C -0.40122 -3.52126 3.87269
H 2.45050 -2.32651 6.57349
H 1.60524 -3.51639 7.65891
H 1.35785 -1.79628 7.81133
H -0.31890 -2.48130 3.57036
H -1.41219 -3.64609 4.24599
H -0.24940 -4.22438 3.06354
C 7.08591 1.41124 -5.00851
F 6.63754 0.27912 -4.35591
F 8.39813 1.33787 -5.10971
F 6.53205 1.40245 -6.28803
S 6.64327 3.12283 -4.12220
O 7.53742 3.19769 -2.99598
O 6.76796 3.89827 -5.33804
N 5.13134 2.86188 -3.70661
S 4.49027 3.35382 -2.35172
O 4.61956 2.35833 -1.29524
O 4.61065 4.79867 -2.06370
C 2.58928 3.16856 -2.78695
F 2.17131 3.82905 -3.88406
F 2.26385 1.90989 -2.95240
F 1.93268 3.59263 -1.72394
C -0.42191 -2.75976 -0.68667
F -0.32617 -1.60663 -1.40436
F -0.37556 -3.73511 -1.57532
F 0.66737 -2.87316 0.03884
S -2.20111 -2.89214 0.16685
O -3.04954 -2.94269 -0.97368
O -2.15767 -3.99335 1.05162
N -2.16155 -1.44288 0.86697
S -2.94160 -1.28941 2.29665
O -4.04004 -2.21063 2.49467
O -2.02126 -0.83946 3.36986
C -3.88646 0.35927 1.85214
F -4.68727 0.16727 0.79964
F -4.60239 0.68614 2.86088
F -2.99185 1.30074 1.59221
C -1.89817 3.05457 4.26713
F -1.64856 3.56037 5.48224
F -1.83526 1.70034 4.22903
F -3.16462 3.34336 3.92182
S -0.54296 3.83725 3.09682
O -0.38925 5.14237 3.65719
O 0.46720 2.83558 3.19708
N -1.05060 3.81656 1.66204
S -1.87563 5.13531 1.02013
O -3.06440 5.39512 1.82467
O -1.06134 6.20932 0.50169
C -2.58694 4.24259 -0.59573
F -3.58453 4.93750 -1.03300
F -1.67668 4.19726 -1.55295
F -2.99169 3.00820 -0.36177
C -1.72977 2.98749 -5.41430
F -1.15108 2.11798 -4.52841
F -2.11554 3.99444 -4.58518
F -0.90943 3.34203 -6.40040
S -3.25972 2.10330 -6.10882
O -4.00736 3.12293 -6.76779
O -2.59730 1.05350 -6.84536
N -3.92564 1.35530 -4.88351
S -5.22960 2.10986 -4.12021
O -4.84557 3.29585 -3.41025
O -6.46434 1.93088 -4.87377
C -5.41376 0.74440 -2.73556
F -5.63546 -0.37274 -3.34222
F -4.28688 0.61180 -2.08656
F -6.39146 1.12505 -1.95038
C 3.77551 -1.41743 4.40161
F 2.60009 -0.95746 4.94733
F 4.44579 -0.54974 3.68599
F 4.59276 -1.72485 5.43904
S 3.56870 -3.00838 3.26803
O 2.22638 -2.72364 2.77347
O 4.75817 -3.11083 2.49326
N 3.33374 -4.05163 4.41528
S 4.50091 -5.17853 4.71080
O 4.61311 -6.27628 3.75777
O 5.64386 -4.58806 5.36904
C 3.54052 -6.04287 6.19718
F 3.29851 -5.13527 7.11439
F 2.34209 -6.48592 5.80262
F 4.35091 -7.00954 6.68379

=====

Number 1: Kohn-Sham gap 6.72 eV, electronic energy -4782.99935 hartree. Number 2: Kohn-Sham gap 7.70 eV, electronic energy -9884.79257 hartree.